Here is a 2-piece molecular cluster, C5H11NO overall at a distorted geometry from the Open Molecules 2025 dataset. Energies are from ωB97M-V/def2-TZVPD.

XYZ file:
```
18
Properties=species:S:1:pos:R:3:forces:R:3:mulliken_charge:R:1
O 1.1683 3.7160 0.3681 0.137 -0.056 0.658 -0.666
N 0.9038 0.6565 -1.0148 0.160 -0.050 0.261 -0.463
C 0.1239 -1.7937 0.2844 -1.341 -1.173 1.028 -0.178
C -0.7450 -0.7928 0.1737 1.176 1.480 -0.822 -0.115
C -1.1284 1.6282 -0.3268 -0.414 -2.201 -0.658 -1.006
C -0.2627 -3.1017 0.9510 0.197 0.539 0.626 -1.237
C -0.3618 0.5129 -0.4098 0.355 1.239 0.032 0.838
H 0.4862 -3.8585 0.7403 -0.292 -0.356 -0.189 0.341
H -0.2548 -2.9717 2.0421 0.257 0.080 -0.082 0.278
H -2.0928 1.4860 0.1444 -0.119 0.478 -0.172 0.277
H 1.5752 -0.0783 -0.9184 -0.075 -0.290 -0.160 0.126
H 1.1277 4.2123 -0.4417 0.023 0.174 -0.497 0.307
H -1.2872 -3.4172 0.7667 0.095 -0.165 -0.510 0.317
H 1.1734 -1.7749 0.0287 -0.015 0.554 -0.245 0.159
H -0.9256 2.4259 -1.0235 0.013 0.559 0.579 0.233
H 0.9437 1.1176 -1.9034 -0.090 0.062 -0.146 0.220
H -1.7991 -0.7692 0.4123 0.020 -0.747 0.450 0.251
H 1.3552 2.8025 0.1265 -0.087 -0.128 -0.153 0.318
```
Positions in Å, forces in eV/Å.

Output
Electronic energy (eV): -8899.559
SMILES string: C=C(N)/C=C/C.O

***

Here is C23H12F5I2N4O6S3V as an isolated structure at a distorted geometry from the Open Molecules 2025 dataset. Energies are from ωB97M-V/def2-TZVPD.

XYZ file:
```
56
Properties=species:S:1:pos:R:3:forces:R:3:mulliken_charge:R:1
I -4.3271 -0.6065 2.6634 0.207 0.654 0.007 0.111
I -3.1737 1.2320 -0.1102 0.454 -0.162 -0.134 0.137
V -0.3361 0.4209 -1.1335 -0.167 -0.534 -1.815 0.862
S 1.0383 -0.7606 -2.6450 -1.263 0.193 1.389 -0.283
S -2.1122 2.4241 5.5192 0.744 0.950 -1.729 1.248
S 0.5643 2.5053 -1.2045 -0.052 -0.405 0.195 -0.358
F 5.1780 0.2708 -0.9568 -0.541 0.065 -0.134 -0.316
F 5.7660 0.9583 -3.5147 -1.452 0.156 0.615 -0.306
F 4.0397 2.3274 -5.0102 -0.318 0.478 0.220 -0.297
F 2.8259 0.9909 0.1313 -0.467 -0.081 0.980 -0.160
F 1.7441 3.4771 -3.7765 0.764 -1.158 0.516 -0.330
O 0.3427 -2.6082 1.3818 -1.100 2.294 -2.819 -0.562
O -2.4464 1.4398 6.5137 -0.243 -0.206 0.620 -0.686
O -3.1000 2.5316 4.4268 0.173 -0.151 0.418 -0.631
O -1.6480 3.7341 5.9802 -0.321 -0.733 0.108 -0.728
O -1.7864 0.2852 -2.3907 0.199 -0.128 1.077 -0.036
O 0.1834 -0.6464 0.1928 -0.231 0.887 1.107 -0.278
N -1.7288 0.1924 -3.6877 0.474 -0.084 -1.526 -0.622
N 2.9535 -0.0999 3.4129 -1.298 0.500 1.796 -0.742
N -4.5849 -1.8184 -3.0963 -0.005 -0.059 0.352 -0.435
N -2.5947 -0.9522 -6.7827 0.171 0.009 0.483 -0.435
C -1.2006 -4.0294 -3.2588 -0.977 -0.058 1.459 -0.637
C -0.5572 0.3566 4.4492 -1.018 -0.950 1.015 -0.315
C 3.6948 2.1072 -3.7425 0.473 -0.740 0.809 0.306
C -0.0501 -2.1708 -2.2475 0.851 0.958 -0.688 0.568
C -3.3510 1.1679 2.0127 0.396 0.753 -0.075 -0.440
C -0.4778 -2.8959 -3.3645 1.100 0.478 -1.466 -0.882
C -1.6482 -4.3838 -1.9814 -0.302 -1.303 0.332 -0.470
C 0.0498 -1.9584 0.3654 1.157 -2.625 0.346 0.574
C -0.3843 -2.6067 -0.9741 -0.686 -1.132 2.003 0.793
C 0.4764 2.5022 4.3595 -0.513 -0.586 0.630 -0.416
C -2.6281 -0.5439 -4.2519 -0.104 -0.098 2.249 0.849
C 0.6288 -0.2324 4.0981 -0.473 -1.123 -1.116 -0.529
C -2.5547 -0.7621 -5.6472 -0.337 0.041 -1.200 0.097
C 4.2503 0.9424 -1.6570 1.434 0.432 -1.042 0.216
C 4.5515 1.2984 -2.9779 0.721 0.086 -0.185 0.569
C 2.5523 2.5915 -3.1162 -0.613 0.403 -0.569 0.355
C -1.1988 -3.7676 -0.8166 0.485 0.438 -0.943 -0.949
C -3.6732 -1.2388 -3.4820 0.479 0.334 -1.086 0.010
C 1.6831 1.8992 3.9671 -1.397 1.444 -0.292 -0.681
C 3.0915 1.4017 -1.0804 -0.191 -0.067 -1.296 0.689
C 2.1838 2.1516 -1.8358 0.064 0.284 0.061 -0.449
C -0.6357 1.7126 4.7100 0.141 0.805 -0.371 -0.408
C 1.7255 0.5423 3.7779 1.483 -0.904 0.545 0.894
H -3.8170 2.1441 2.2182 -0.131 -0.958 0.533 0.495
H -1.3790 -4.1614 0.1965 -0.161 0.388 -0.692 0.461
H 3.3949 0.4157 2.7232 1.248 1.273 -1.476 0.297
H -2.3250 -5.2430 -1.9700 0.256 0.209 0.509 0.342
H 0.5896 -1.3285 3.9282 0.480 0.803 0.083 0.205
H -2.3158 1.2061 2.3644 -0.430 -0.203 0.188 -0.082
H -0.1670 -2.6425 -4.3890 0.104 0.414 0.689 0.415
H 2.5001 2.5657 3.7353 0.363 -0.200 -0.068 0.365
H 0.3555 3.5780 4.4600 0.296 -0.148 0.138 0.460
H -1.3995 -0.3513 4.6167 0.413 0.946 0.112 0.382
H 2.7216 -0.9618 3.0167 -0.202 -1.754 -0.613 0.336
H -1.4841 -4.6027 -4.1193 -0.139 -0.124 -0.246 0.429
```
Positions in Å, forces in eV/Å.

Output
Electronic energy (eV): -130272.349
Charge: -1
2S+1: 2

***

Here is an isolated ion of composition H2O4P2 and charge -2 at a distorted geometry from the Open Molecules 2025 dataset. Energies are from ωB97M-V/def2-TZVPD.

XYZ file:
```
8
Properties=species:S:1:pos:R:3:forces:R:3:mulliken_charge:R:1
P -0.9778 -0.4647 -1.1902 -0.548 -1.398 -1.487 0.527
P -1.0461 -0.5004 1.0208 2.672 -1.308 -1.418 0.486
O -1.0614 0.8024 1.6828 -0.296 3.133 0.664 -0.707
O 0.1644 -1.4254 -1.5944 -0.724 1.575 0.588 -0.737
O -2.1795 -0.5324 -2.1326 0.122 0.314 0.740 -0.781
O -1.7572 -1.5744 1.7039 -1.589 -2.612 1.032 -0.715
H 0.3972 -0.8338 0.8210 -0.514 0.025 0.707 -0.043
H -0.7189 0.9282 -0.9920 0.876 0.271 -0.826 -0.031
```
Positions in Å, forces in eV/Å.

Output
Electronic energy (eV): -26801.698
Charge: -2
SMILES string: O=[P@H]([O-])[P@H](=O)[O-]